Computed, not measured: a single C17H18FNO2 molecule in a non-equilibrium geometry, with wB97M-V/def2-TZVPD.

Geometry as XYZ:
```
39
Properties=species:S:1:pos:R:3:forces:R:3
C -3.7707 -3.1163 0.0188 2.81 6.13 -14.85
C -4.5193 -1.9366 -0.5058 -5.11 1.43 1.82
O -4.2327 -0.6662 0.2095 -7.12 -6.65 0.44
C -3.1942 -0.0892 -0.0359 5.38 3.22 -2.65
C -2.3345 -0.4672 -1.2047 0.54 7.14 7.32
C -1.3031 0.4318 -1.1492 2.29 -1.26 -2.67
C -1.0728 1.4395 -0.1624 12.33 -0.89 -13.36
C 0.1703 2.4778 -0.6588 2.22 -3.48 3.32
C 0.5026 3.7037 0.3847 -4.97 -5.61 -0.15
N 1.4599 1.3137 -0.6129 -6.15 4.66 4.17
C 1.7249 0.7930 0.6012 6.18 -2.20 -9.21
O 1.0146 0.6573 1.4418 -7.68 0.34 9.97
C 2.8470 -0.1925 0.5287 5.68 5.19 -5.41
C 2.8570 -1.4206 0.9118 -3.67 -4.99 6.96
C 3.9666 -2.2106 1.0188 2.99 4.49 -5.30
C 5.2318 -1.7461 0.1485 -4.39 -12.40 8.58
C 5.0977 -0.6483 -0.2793 6.08 9.24 -8.22
F 6.2347 -0.0123 -1.2655 -2.28 -1.63 2.47
C 4.0875 0.0982 -0.2298 -7.99 9.77 0.13
C -1.8965 1.8140 0.5883 -10.43 6.57 13.36
C -3.0438 1.0232 0.7705 1.30 0.13 0.20
H -3.9466 -3.3010 0.8213 -2.98 -2.53 17.52
H -4.1085 -3.9801 -0.3640 -0.83 -3.02 -2.78
H -2.7832 -2.8727 -0.2123 1.97 -0.56 0.06
H -4.5975 -1.8097 -1.5750 0.90 0.26 -0.38
H -5.6858 -1.9278 -0.2579 2.31 -0.77 -0.31
H -2.5386 -1.2180 -1.7804 -0.77 -3.95 -3.54
H -0.5366 0.3602 -1.9973 -0.91 0.20 1.39
H 0.2125 2.7520 -1.7064 -0.56 0.09 0.00
H -0.4497 4.1964 0.4610 0.27 1.54 -0.52
H 1.4151 4.0382 0.2426 3.87 2.80 -1.38
H 0.5572 3.2720 1.3802 0.03 -0.58 0.17
H 2.0314 1.2395 -1.3182 3.89 -0.26 -4.42
H 1.9032 -1.6167 1.7045 2.36 -0.17 -2.41
H 3.9672 -3.1177 1.4210 0.19 -3.61 1.70
H 5.9317 -2.4375 0.2970 3.28 -2.12 -0.31
H 4.2088 1.2652 -0.7344 -0.36 -3.63 1.50
H -1.7618 2.7865 1.4363 -0.32 -2.89 -2.83
H -3.6458 1.1251 1.6637 -0.35 0.04 -0.37
```
Positions in Å, forces in eV/Å.

Values from the calculation:
HOMO level: -7.81 eV
orbital gap: 8.14 eV
energy: -963.1715 a.u.